(1)
ORCA calculation (ωB97M-V/def2-TZVPD) on C6H10N2 as an isolated structure.

XYZ file:
```
18
C6H10N2 | the OMol25 dataset | ωB97M-V/def2-TZVPD
C -0.9078 -1.0828 0.6290
C 0.1691 -0.0665 0.2556
C 1.5617 0.1391 0.9215
C 1.0435 -0.4679 -0.9395
C -0.6766 1.1844 0.0504
C -1.5129 2.0559 -0.0995
H -2.4823 -1.9257 -0.2867
H -2.1891 -0.2895 -0.5694
H -1.5005 -0.8367 1.5525
H -0.4599 -2.0480 0.9607
H 1.7557 -0.7578 1.4824
H 1.8111 1.0556 1.5306
H 3.0612 -0.0574 -0.7046
H 0.7476 -0.2133 -1.9469
H 1.1769 -1.6464 -0.9025
H -2.2724 2.7817 -0.3340
N -1.8409 -1.2135 -0.4063
N 2.1680 0.2655 -0.4062
```

**E_LUMO**: 0.03761 hartree
**ΔE to the lowest compared entry with this formula, charge and spin**: 377.7 kJ/mol
**HOMO energy**: -8.86 eV
**Multiplicity**: 1



(2)
ORCA calculation (ωB97M-V/def2-TZVPD) on C20H17BrN3O3PtS2 as an isolated structure.

XYZ file:
```
47
C20H17BrN3O3PtS2 | the OMol25 dataset | ωB97M-V/def2-TZVPD
Pt 0.0759 0.1549 -0.5517
O 2.9634 -1.2134 -4.7466
C 2.7707 -1.3509 -3.4225
C 3.5279 -2.2042 -2.6194
C 3.2379 -2.2609 -1.2731
N 2.2700 -1.5329 -0.6998
C 1.5788 -0.7493 -1.4801
Br -1.7096 -1.0941 -1.6319
C 1.7580 -0.5916 -2.8438
H 3.6614 -1.8048 -5.0526
H 4.3216 -2.8096 -3.0377
H 3.7996 -2.9126 -0.6159
H 1.1464 0.0591 -3.4512
O -5.1242 -4.7134 -0.5894
S -4.5485 -4.3144 0.6503
O -4.5851 -5.1437 1.8067
N -2.9080 -3.9191 0.3544
C -2.7365 -2.6778 0.5433
S -1.0706 -2.0232 0.3951
C -3.8963 -1.8522 0.9615
C -3.9778 -0.4975 1.2258
C -5.2148 0.0225 1.5875
C -6.3345 -0.7975 1.6819
C -6.2522 -2.1610 1.4165
C -5.0185 -2.6566 1.0569
H -3.1036 0.1374 1.1595
H -5.3109 1.0784 1.8002
H -7.2853 -0.3685 1.9676
H -7.1199 -2.8022 1.4895
C 2.4107 1.5406 3.1346
C 2.6110 2.4608 1.9851
C 3.3432 3.6156 2.1157
C 3.5212 4.4416 1.0104
C 2.9951 4.1602 -0.2569
C 2.2518 3.0307 -0.4647
C 1.7250 2.7217 -1.8201
C 2.0105 2.1314 0.6776
N 1.3112 1.0549 0.6644
H 2.9389 1.9009 4.0139
H 2.7563 0.5382 2.8811
H 1.3493 1.4438 3.3639
H 3.7870 3.8816 3.0650
H 4.1046 5.3474 1.1317
H 3.1855 4.8444 -1.0724
H 1.8837 3.5610 -2.4933
H 0.6618 2.4782 -1.7930
H 2.2376 1.8463 -2.2241
```

**E_LUMO**: -0.20692 hartree
**ΔE to the lowest compared entry with this formula, charge and spin**: 196.1 kJ/mol
**HOMO energy**: -11.79 eV
**Multiplicity**: 1
**Charge**: +1



(3)
ORCA calculation (ωB97M-V/def2-TZVPD) on a 8-piece molecular cluster, C42H52O14 overall.

XYZ file:
```
108
C42H52O14 | the OMol25 dataset | ωB97M-V/def2-TZVPD
C 2.4477 -1.2882 4.1368
C 3.0006 -1.8808 5.3150
C 2.1700 -2.4741 6.2973
C 0.8011 -2.6758 6.0845
C 0.2793 -2.0786 4.9297
C 1.0803 -1.4549 3.9866
O 0.4717 -0.8823 2.8275
O 2.7395 -3.0424 7.3960
H 2.9962 -0.7807 3.3703
H 4.0316 -1.7351 5.4522
H 0.1618 -3.0622 6.8417
H -0.7752 -2.1420 4.7092
H 0.8099 0.0196 2.6364
H 3.6939 -3.2821 7.1587
C -4.0535 0.3249 2.5611
C -4.6883 0.3773 1.3492
C -4.0665 0.7343 0.1900
C -2.7725 1.1382 0.1776
C -2.1115 0.9809 1.3643
C -2.6898 0.6504 2.5709
O -1.9584 0.6582 3.6779
O -4.9095 1.0120 -0.9602
H -4.5521 0.0445 3.4502
H -5.8232 0.4233 1.3903
H -2.2133 1.4718 -0.6890
H -1.0939 1.2923 1.3663
H -1.0743 0.4558 3.3542
H -4.6594 0.3831 -1.6554
C 2.0576 -3.5607 -4.2227
C 1.8198 -3.2475 -2.9052
C 2.8370 -2.7760 -2.1210
C 4.1063 -2.4669 -2.6290
C 4.2885 -2.5963 -4.0047
C 3.2551 -3.2041 -4.8297
O 3.4651 -3.4940 -6.1309
O 2.7981 -2.7614 -0.7218
H 1.3071 -4.0362 -4.8614
H 0.7939 -3.5263 -2.4932
H 4.9478 -2.3188 -1.9201
H 5.2076 -2.2695 -4.4772
H 4.4247 -3.4448 -6.2582
H 2.0434 -3.2187 -0.3394
C 2.7525 3.0092 2.4012
C 3.4276 3.6963 1.3801
C 2.6665 4.4286 0.5336
C 1.2951 4.4404 0.6665
C 0.6152 3.7341 1.6423
C 1.3802 2.9617 2.5209
O 0.6747 2.0403 3.2894
O 3.1048 5.1754 -0.5119
H 3.3213 2.5092 3.2253
H 4.4834 3.7905 1.4085
H 0.6950 5.0146 -0.0478
H -0.4626 3.7850 1.6215
H 0.6794 2.2729 4.1728
H 4.0005 5.4350 -0.3958
C -2.5309 4.4573 -0.3969
C -3.6337 4.0910 -1.1646
C -4.8510 4.8013 -1.1159
C -4.9511 5.9041 -0.2740
C -3.8811 6.2583 0.5389
C -2.7084 5.5779 0.4424
O -1.6202 5.8845 1.2186
O -5.9180 4.4510 -1.9307
H -1.5129 3.9976 -0.5326
H -3.6108 3.2282 -1.8091
H -5.8472 6.4968 -0.2702
H -3.9619 7.0488 1.3154
H -1.8068 6.7549 1.6496
H -5.7102 3.6099 -2.3165
C 0.1330 -3.7672 1.6283
C 1.0371 -4.7437 1.2428
C 0.6965 -5.5004 0.1851
C -0.4625 -5.2869 -0.5414
C -1.3593 -4.2989 -0.1436
C -1.0618 -3.5213 0.9005
O -1.9615 -2.6038 1.3021
O 1.5402 -6.3981 -0.4161
H 0.3344 -3.0410 2.3206
H 1.9417 -4.9152 1.7505
H -0.5582 -5.8656 -1.4416
H -2.3372 -4.2265 -0.5849
H -1.7316 -2.0464 2.0177
H 2.0735 -6.7897 0.2737
C -1.7573 0.2884 -4.1545
C -0.7307 -0.8408 -4.2499
C -0.7589 -1.3174 -5.6914
O 0.5632 -0.1054 -4.1776
H -2.7572 -0.0453 -4.5338
H -1.2978 1.1400 -4.6820
H -2.0089 0.5458 -3.0834
H -0.8900 -1.5704 -3.4784
H 0.1441 -1.8672 -5.9951
H -0.9370 -0.4615 -6.3072
H -1.6097 -2.0701 -5.8452
H 1.2673 -0.7497 -4.3573
C 0.4959 -0.6396 -0.6706
C 1.0586 0.8145 -0.6769
C 2.5468 0.8622 -0.8998
O 0.3905 1.6666 -1.6343
H 0.8374 -1.1020 0.2370
H 0.9802 -1.1324 -1.4634
H -0.6240 -0.6100 -0.5994
H 0.9579 1.2530 0.3354
H 3.0490 0.2556 -0.1157
H 2.7594 1.9421 -0.8188
H 2.8980 0.4490 -1.8158
H 0.4549 1.1782 -2.4514
```

**SMILES string**: Oc1ccc(O)cc1.Oc1ccc(O)cc1.Oc1ccc(O)cc1.Oc1ccc(O)cc1.Oc1ccc(O)cc1.Oc1ccc(O)cc1.CC(C)O.CC(C)O
**E_LUMO**: 0.01423 hartree
**ΔE to the lowest compared entry with this formula, charge and spin**: 0.0 kJ/mol
**HOMO energy**: -7.77 eV
**Multiplicity**: 1



(4)
ORCA calculation (ωB97M-V/def2-TZVPD) on a 2-piece molecular cluster, C33H49N5O3P overall.

XYZ file:
```
91
C33H49N5O3P | the OMol25 dataset | ωB97M-V/def2-TZVPD
C 5.4481 -4.4681 1.6803
N 4.2621 -4.0010 1.0322
C 3.3272 -4.8514 0.5040
O 3.4190 -6.0750 0.4880
C 2.1991 -3.9919 -0.0591
C 0.8280 -4.3236 0.5233
C 0.3584 -5.7031 0.1205
C -0.0172 -6.6282 1.1045
C -0.3422 -7.9387 0.7376
C -0.3368 -8.3123 -0.6094
C -0.0102 -7.3674 -1.6004
C 0.3201 -6.0596 -1.2247
N 2.6747 -2.6459 0.2550
C 2.0502 -1.5374 -0.1523
C 2.5182 -0.2595 0.0948
C 1.5666 0.8583 0.0195
C 1.9948 2.3033 0.2408
C 2.9714 2.5293 1.1985
C 3.4827 3.8267 1.3837
N 4.7250 3.9183 2.0628
O 5.3034 5.0144 2.2124
O 5.2273 2.8457 2.4787
C 2.8964 4.9399 0.7625
C 1.8208 4.7051 -0.0990
C 1.3975 3.4016 -0.3841
C 3.9198 -2.6007 1.0285
C 3.6987 -2.0734 2.4610
C 4.9858 -1.7591 0.3229
H 5.4893 -5.5518 1.6183
H 6.3382 -4.0407 1.2094
H 5.4578 -4.1640 2.7309
H 2.1644 -4.1174 -1.1572
H 0.8865 -4.2632 1.6197
H 0.1029 -3.5666 0.1776
H -0.0088 -6.3162 2.1483
H -0.5955 -8.6675 1.5142
H -0.5845 -9.3357 -0.9010
H -0.0058 -7.6431 -2.6537
H 0.5849 -5.3123 -1.9806
H 1.0547 -1.6615 -0.5751
H 3.2708 -0.1661 0.8915
H 0.8599 0.7456 -0.7953
H 3.4201 1.7097 1.7478
H 3.2569 5.9361 1.0069
H 1.3221 5.5631 -0.5473
H 0.5828 3.2292 -1.1088
H 2.9587 -2.6903 2.9916
H 4.6586 -2.0921 2.9926
H 3.3316 -1.0427 2.4978
H 5.2329 -2.2076 -0.6453
H 4.6538 -0.7428 0.1006
H 5.8609 -1.6806 0.9736
C -5.1351 1.1238 2.0566
C -4.7232 1.3879 0.6106
C -4.9972 0.1369 -0.2348
C -5.4676 2.5944 0.0163
N -3.2544 1.6086 0.5406
C -2.6484 2.6207 1.4684
C -2.6938 4.0531 0.9361
C -2.1986 4.2777 -0.4836
N -2.5272 3.1833 -1.4230
C -2.5484 3.4824 -2.9094
C -3.8084 4.2946 -3.1769
C -2.5972 2.1623 -3.6885
C -1.2779 4.2312 -3.2749
P -2.8815 1.6208 -1.0770
H 1.1702 0.5947 0.9601
H -5.0976 2.0384 2.6641
H -6.1724 0.7676 2.0361
H -4.4861 0.3437 2.4841
H -4.7856 0.2591 -1.3213
H -4.3841 -0.6906 0.1458
H -6.0354 -0.1649 -0.1240
H -5.0265 2.9614 -0.9337
H -6.5142 2.3255 -0.1665
H -5.4900 3.4175 0.7391
H -3.2043 2.5424 2.4130
H -1.5925 2.3226 1.6316
H -3.7128 4.4379 1.0514
H -2.0621 4.6559 1.5926
H -2.6520 5.1932 -0.8996
H -1.0918 4.3712 -0.4664
H -3.7919 5.2194 -2.5909
H -3.8532 4.5578 -4.2365
H -4.7126 3.7183 -2.9314
H -1.7188 1.5311 -3.4821
H -3.4997 1.5622 -3.4765
H -2.6070 2.3436 -4.7687
H -0.3973 3.6408 -2.9940
H -1.2620 4.4067 -4.3573
H -1.2433 5.1988 -2.7686
```

**E_LUMO**: -0.16903 hartree
**HOMO energy**: -9.47 eV
**Multiplicity**: 1
**Charge**: +1



(5)
ORCA calculation (ωB97M-V/def2-TZVPD) on C10H13ClN2O2 as an isolated structure.

XYZ file:
```
28
C10H13ClN2O2 | the OMol25 dataset | ωB97M-V/def2-TZVPD
C -2.0438 0.8865 1.6297
N -0.7898 0.0651 1.4955
C -0.8936 -1.3982 1.3262
C 0.4211 0.5981 1.6575
Cl 1.7673 -0.1488 0.8534
H -2.8861 0.2032 1.5149
H -2.0693 1.4049 2.6082
H -2.1046 1.6154 0.7982
H -1.9464 -1.6687 1.2499
H -0.3969 -1.7004 0.3909
H -0.4022 -1.9041 2.1938
H 0.5023 1.6870 1.8285
C 1.0733 0.4490 3.5453
N -0.1250 0.9284 4.2424
O -0.9276 0.0502 4.6873
O -0.3257 2.1631 4.2519
C 2.3525 1.2085 3.7627
C 2.4066 2.5315 4.2307
C 3.5835 3.2827 4.1074
C 4.7710 2.6988 3.7004
C 4.7974 1.2981 3.5241
C 3.6130 0.5643 3.6508
H 1.2346 -0.6187 3.7998
H 1.5812 2.9358 4.7849
H 3.5399 4.3504 4.3473
H 5.6681 3.3365 3.5349
H 5.7620 0.8763 3.2748
H 3.7619 -0.5217 3.7516
```

**E_LUMO**: -0.00040 hartree
**ΔE to the lowest compared entry with this formula, charge and spin**: 137.3 kJ/mol
**HOMO energy**: -8.10 eV
**Multiplicity**: 1



(6)
ORCA calculation (ωB97M-V/def2-TZVPD) on C35H42N5O3PRuSeTe as an isolated structure.

XYZ file:
```
89
C35H42N5O3PRuSeTe | the OMol25 dataset | ωB97M-V/def2-TZVPD
Ru -0.5951 2.0536 0.1802
O -1.1907 5.7309 2.4036
C -0.9906 4.5587 2.1834
O -0.5944 4.0520 1.0373
C -1.1507 3.5451 3.3293
P -0.7866 1.8785 2.7135
C -2.4048 1.2804 2.1050
C -2.6010 -0.1024 2.0034
C -3.7891 -0.5987 1.5001
C -4.7891 0.2777 1.0863
C -4.5985 1.6476 1.1778
C -3.4062 2.1534 1.6732
C -0.4503 0.8412 4.1627
C 0.5502 -0.1264 4.0826
C 0.8474 -0.9197 5.1838
C 0.1587 -0.7303 6.3732
C -0.8311 0.2434 6.4603
C -1.1415 1.0277 5.3591
H -2.1568 3.6165 3.7347
H -0.4457 3.7993 4.1174
H -1.8280 -0.7805 2.3503
H -3.9436 -1.6702 1.4372
H -5.7195 -0.1117 0.6900
H -5.3769 2.3288 0.8553
H -3.2655 3.2258 1.7296
H 1.1150 -0.2351 3.1610
H 1.6228 -1.6737 5.1187
H 0.3967 -1.3353 7.2397
H -1.3613 0.3974 7.3924
H -1.9264 1.7716 5.4361
C 3.7772 2.4885 0.3597
Te 2.0500 3.4243 -0.4682
C 2.1714 5.1342 0.7741
H 4.6317 3.1423 0.1869
H 3.9248 1.5472 -0.1658
H 3.6564 2.3046 1.4255
H 2.1524 4.8241 1.8153
H 1.3016 5.7494 0.5570
H 3.0973 5.6530 0.5352
C 3.1643 -3.4519 -0.7211
C 2.9381 -3.6738 0.7828
C 2.1379 -2.5702 1.4878
C 0.6367 -2.5773 1.2185
N 0.2465 -2.5287 -0.1999
C 0.2832 -1.4560 -1.0067
Se 1.0425 0.2131 -0.5647
N -0.2309 -1.7952 -2.1958
C -0.3754 -0.9412 -3.3839
C 0.6188 -1.2987 -4.4854
C 2.0544 -0.8922 -4.1513
C 2.2687 0.6220 -4.2154
C -0.6384 -3.1265 -2.1537
C -1.2365 -3.9361 -3.1115
C -1.5048 -5.2393 -2.7442
C -1.1825 -5.7216 -1.4654
C -0.5960 -4.9089 -0.5146
C -0.3405 -3.5932 -0.8860
H 4.0037 -4.0519 -1.0752
H 3.4000 -2.4027 -0.9256
H 2.2950 -3.7290 -1.3217
H 3.9119 -3.7260 1.2719
H 2.4549 -4.6430 0.9496
H 2.5544 -1.5969 1.2271
H 2.2414 -2.6846 2.5710
H 0.1547 -1.7425 1.7238
H 0.2077 -3.4935 1.6177
H -0.2312 0.0825 -3.0677
H -1.4012 -1.0450 -3.7367
H 0.2933 -0.7838 -5.3917
H 0.5685 -2.3744 -4.6815
H 2.7262 -1.3776 -4.8611
H 2.3276 -1.2690 -3.1575
H 1.9320 1.0166 -5.1781
H 3.3261 0.8699 -4.0982
H 1.7227 1.1454 -3.4259
H -1.4856 -3.5666 -4.0995
H -1.9706 -5.9050 -3.4600
H -1.3954 -6.7543 -1.2195
H -0.3435 -5.2909 0.4678
N -0.5704 4.4061 -3.8580
C -0.8857 3.5705 -2.8607
O -0.4916 3.7939 -1.6891
C -1.6650 2.3969 -3.1616
C -1.8968 1.9021 -4.4737
N -2.0636 1.4809 -5.5380
C -2.0133 1.6748 -2.0396
N -2.2327 1.1141 -1.0348
H -0.0038 5.2111 -3.6572
H -0.8661 4.2346 -4.8030
```

**E_LUMO (spin up / spin down)**: -0.08420 / -0.16426 hartree
**ΔE to the lowest compared entry with this formula, charge and spin**: 101.5 kJ/mol
**HOMO energy (spin up / spin down)**: -10.49 / -10.86 eV
**Multiplicity**: 6
**Charge**: +1